w:
C3H8N4O as an isolated structure. Source: OMol25; level of theory: ωB97M-V with the def2-TZVPD basis set.

Each line ends with the Löwdin charge.
Geometry (Å):
H 0.74893 1.81131 0.59134  0.0616
C -0.70962 -0.60165 -0.03745  -0.5431
N -1.04556 -0.18549 -1.30580  0.0857
H -1.35516 -2.41342 -0.11360  0.0340
C -0.81427 1.93705 1.17012  -0.0813
H 2.00277 -0.70298 -1.39992  0.1046
H 1.13729 -0.27876 1.39213  0.1317
C 1.22094 -0.03911 0.33090  -0.3935
N -1.38465 0.88625 1.12532  0.1160
N -0.85752 -1.74736 0.48043  0.0558
O 1.35551 1.22046 -0.03478  -0.0194
H 1.66477 -1.89513 -0.25046  0.0957
N 1.93871 -0.93548 -0.41763  0.1062
H -1.06431 2.83595 1.72475  0.0830
H -1.07539 0.81108 -1.45715  0.0750
H -1.76244 -0.70273 -1.79819  0.0880

Properties
Kohn-Sham gap, eV: 7.20
LUMO, eV: -0.4


x:
A single C3H8N4O molecule. Source: OMol25; level of theory: ωB97M-V with the def2-TZVPD basis set.

Each line ends with the Löwdin charge.
Geometry (Å):
O 1.03272 -0.09301 0.06220  -0.2916
H -1.38457 1.05150 1.61972  0.1559
C -1.05326 1.16272 0.45822  -0.3657
N -1.73130 -1.15088 -0.08197  -0.0730
N 0.68794 -1.53230 0.22226  0.0685
N -1.87915 0.28782 -0.34769  -0.0438
C 2.31485 0.16421 -0.14555  -0.2275
H 2.77709 -0.29338 -1.15297  0.1038
H 2.47601 1.26756 -0.10537  0.0867
H -0.76483 -3.12911 -0.13679  0.1734
H 3.13113 -0.40946 0.53528  0.1094
H -0.14420 3.21896 0.26595  0.1414
C -0.61166 -1.93237 0.12572  -0.1977
N -0.48773 2.16762 -0.09097  0.0334
H -2.77612 -1.19543 0.17109  0.1646
H -1.58692 0.41554 -1.39912  0.1622

Properties
Kohn-Sham gap, eV: 9.44
LUMO, eV: 0.8
SMILES: [H]/N=C/NN/C=N\OC


y:
A single C3H8N4O molecule. Source: OMol25; level of theory: ωB97M-V with the def2-TZVPD basis set.

Each line ends with the Löwdin charge.
Geometry (Å):
C -2.73642 0.16418 -0.06028  -0.1171
H 2.32579 -1.45046 -1.10932  0.0941
H 1.12668 -2.58075 -0.60084  0.0970
H -3.27232 0.90352 0.53241  0.0724
N -0.62867 -0.85068 -0.17625  0.0052
H 2.69538 1.66446 1.05989  0.1114
N 1.52358 -1.65254 -0.53040  0.1005
N -1.36014 0.12498 0.38879  -0.1586
H 2.06462 0.13553 1.61512  0.1032
H -0.69729 1.03717 0.33955  0.1491
H -3.18065 -0.81339 0.13041  0.0743
C 1.16000 0.90764 -0.07516  -0.4866
O 1.16573 1.77583 -0.92981  0.0410
C 0.60488 -0.64264 -0.41103  -0.3187
H -2.84234 0.38333 -1.12898  0.0736
N 2.05118 0.89382 0.95589  0.1591

Properties
Kohn-Sham gap, eV: 8.71
LUMO, eV: 0.9
SMILES: CN/N=C(/N)C(N)=O


z:
C3H8N4O as an isolated structure. Source: OMol25; level of theory: ωB97M-V with the def2-TZVPD basis set.

Each line ends with the Löwdin charge.
Geometry (Å):
C 0.02687 -0.44895 0.18759  -0.4721
H -1.36312 2.75199 1.48873  0.0900
H 2.62993 -0.58606 0.19044  0.0735
H -0.49484 -1.40791 1.87888  0.0853
H -1.90761 2.43085 -0.12779  0.0950
H 2.73022 0.06314 -1.46329  0.0647
O -1.94007 0.45035 -1.29098  -0.0438
N -1.50677 2.09668 0.73985  0.1145
N -1.50019 -0.06939 -0.01522  -0.0633
H -1.65923 -0.24436 -1.90841  0.0945
H 0.82763 -2.17361 0.95713  0.0931
N 0.79050 -0.10525 -0.76221  0.0267
C -1.23145 0.81157 0.93771  -0.2150
H 2.21261 -1.59899 -1.19025  0.0732
C 2.15694 -0.57838 -0.79739  -0.1433
N 0.22859 -1.39172 1.17523  0.1270

Properties
Kohn-Sham gap, eV: 9.46
LUMO, eV: 1.0


We find y to be the most stable, with the next structure 2.263 eV higher.


w:
A 2-piece molecular cluster, C10H15NO2 overall. Source: OMol25; level of theory: ωB97M-V with the def2-TZVPD basis set.

Each line ends with the Löwdin charge.
Geometry (Å):
C -0.15864 0.88072 -0.71509  -0.0181
C 2.52316 0.14851 -1.16888  -0.0423
H -0.60714 0.78139 2.25458  0.0458
C -0.20890 -0.12068 2.72325  -0.0685
H 1.54191 -2.82482 -1.64715  0.0850
H 0.32846 3.41436 0.50555  0.1005
H 1.13072 -1.97312 -3.13194  0.0889
H 0.86006 -0.20261 2.65664  0.0606
C -2.21679 -1.02777 1.27786  -0.5286
N -2.68461 0.24748 0.97832  0.1232
H -1.16811 1.20514 -0.87772  0.1014
H -3.45347 0.28842 0.27417  0.1288
C -0.96960 -1.33952 2.06686  -0.1345
H -0.33064 -1.87353 1.38380  0.1020
O 0.63664 3.05837 -0.33235  0.0071
C 2.27310 1.40257 -0.67072  -0.0093
H -0.66094 -1.11546 -1.39943  0.1205
H -2.49099 1.18048 1.26482  0.0732
C 1.46288 -0.69515 -1.54223  -0.3094
C 0.92556 1.71937 -0.47588  -0.3300
H 2.88552 -2.24706 -2.42565  0.0873
C 0.15077 -0.40288 -1.26474  -0.0345
H -1.31071 -2.04225 2.83679  0.1172
H 3.00554 2.17006 -0.46929  0.1176
O -2.81199 -1.87925 0.62318  0.0078
C 1.82526 -1.94226 -2.27134  -0.0711
H -0.37988 -0.16561 3.80362  0.0670
H 3.52877 -0.15597 -1.46192  0.1126

Properties
Kohn-Sham gap, eV: 9.18
LUMO, eV: 0.6
SMILES: Cc1ccc(O)cc1.CCC(N)=O


x:
A 2-piece molecular cluster, C10H15NO2 overall. Source: OMol25; level of theory: ωB97M-V with the def2-TZVPD basis set.

Each line ends with the Löwdin charge.
Geometry (Å):
C 1.39493 -1.62905 1.89395  -0.0221
H -0.34907 0.11781 -2.25183  0.0979
H 2.65353 -1.38798 -0.26414  0.0552
O -1.61666 2.32663 1.39784  0.1494
H -1.47691 -1.89950 1.39649  0.0450
C -0.63996 -0.44534 -1.29349  -0.0261
H -1.59498 0.04023 -0.76449  0.1095
H -1.33890 4.99218 -0.37340  0.1366
C -0.88472 2.24607 0.46984  -0.3023
N 2.54208 2.31511 0.62351  0.1691
C 0.39685 -0.76302 1.07172  -0.4059
H -0.97324 -1.05109 2.80843  0.1303
C 1.91965 -1.04154 -0.96751  -0.0123
O -0.59619 2.89437 -0.62033  -0.0232
H -2.42219 3.68216 -0.93652  0.0569
H -1.13126 4.28717 -2.04275  0.1356
C -1.43355 3.97370 -0.94608  -0.0606
C 1.79785 1.45890 0.58682  -0.2513
H 1.70188 -2.56996 1.20218  0.1240
C 0.75710 0.58613 0.54895  -0.1273
H -1.72050 -0.11610 1.34053  0.0649
H 0.75337 -1.99057 2.76232  0.0758
H 2.35719 -1.21150 2.23132  0.0803
C 0.58540 -0.53324 -0.33172  -0.4805
H 2.15767 -0.17306 -1.59584  0.0863
C -1.05580 -0.97999 1.59067  -0.0236
H -0.89678 -1.48022 -1.73767  0.0960
H 1.71065 -1.95205 -1.70092  0.1222

Properties
Kohn-Sham gap (alpha / beta), eV: 8.64 / 8.64
LUMO (alpha / beta), eV: 0.0 / 0.0


y:
A 2-piece molecular cluster, C10H15NO2 overall. Source: OMol25; level of theory: ωB97M-V with the def2-TZVPD basis set.

Each line ends with the Löwdin charge.
Geometry (Å):
H 0.83129 0.39533 3.17391  0.1010
C -0.56363 -1.10972 -1.23608  -0.0177
C 2.51804 1.68299 3.54439  -0.0777
C -1.19587 -0.30643 -0.30217  -0.3174
C -2.43667 0.75842 -2.04927  -0.0436
H 2.18904 2.72322 3.54229  0.0767
H -0.06673 -0.74271 1.20163  0.0561
H 2.48400 1.25329 4.54022  0.0738
H -3.09567 1.54954 -2.37860  0.1088
C -2.37328 -0.10110 -4.42837  -0.0558
C -0.98880 -1.06503 -2.56291  -0.0503
N 2.14843 -1.58821 2.52834  0.1439
C -2.12368 0.63807 -0.70127  -0.0140
C -1.87788 -0.09206 -2.99807  -0.2880
H 3.56582 1.58659 3.25666  0.0753
O 3.42648 -0.19984 1.29910  0.0683
H -3.00094 -0.98265 -4.58560  0.0810
H -1.54308 -0.17826 -5.13555  0.0776
C 1.67059 0.82154 2.60685  -0.1847
H 1.18176 -1.78468 2.77339  0.0911
H -2.58224 1.27842 0.04406  0.1189
H 0.26998 -1.77953 -1.06352  0.1130
C 2.48699 -0.32816 2.04494  -0.5632
H -3.00468 0.75937 -4.63413  0.0701
H -0.58633 -1.77481 -3.28137  0.1156
H 1.11946 1.33127 1.81756  0.1142
H 2.50935 -2.32066 1.93032  0.1024
O -0.96174 -0.42421 1.05327  0.0247

Properties
Kohn-Sham gap, eV: 9.27
LUMO, eV: 0.7
SMILES: Cc1ccc(O)cc1.CCC(N)=O


We find y to be the most stable, with the next structure 1.171 eV higher.


w:
A 3-piece molecular cluster, C2H2N2O3S overall. Source: OMol25; level of theory: ωB97M-V with the def2-TZVPD basis set.

Each line ends with the Löwdin charge.
Geometry (Å):
O -0.40000 0.58364 -5.73016  0.1727
N -1.55374 -2.13124 3.81683  -0.5373
H -0.49708 2.72578 -3.48852  0.0226
O 1.28024 -0.76386 1.05856  0.1830
O 2.74300 0.24261 2.56007  0.2057
C 2.05016 -0.22618 1.76325  -0.4087
N -0.71021 1.86593 -3.79790  0.2029
C -0.48763 1.34322 -4.86932  -0.3981
S -0.21312 -2.27270 4.56904  0.5669
H -2.21162 -1.36720 4.11815  -0.0097

Properties
Kohn-Sham gap (alpha / beta), eV: 7.44 / 7.44
LUMO (alpha / beta), eV: -1.2 / -1.2
SMILES: N=C=O.O=C=O.N=S


x:
A 2-piece molecular cluster, C2H2N2O3S overall. Source: OMol25; level of theory: ωB97M-V with the def2-TZVPD basis set.

Each line ends with the Löwdin charge.
Geometry (Å):
O 1.67150 0.14435 0.74784  -0.4282
O 0.64657 -0.83567 2.80942  -0.4071
C -0.15170 0.27602 -1.46161  -0.1593
S 1.21168 -1.00296 1.50190  0.8939
H -0.33856 1.93322 0.07489  0.1369
C -0.57517 0.95582 -0.33378  -0.0790
O -1.15544 0.02262 0.46325  -0.1071
N -1.18367 -1.16768 -0.23463  0.0377
N -0.51960 -0.96154 -1.36101  0.0394
H 0.39438 0.63583 -2.20626  0.0729

Properties
Kohn-Sham gap, eV: 9.68
LUMO, eV: -0.9


We find w to be the most stable, with the next structure 1.561 eV higher.


w:
A 2-piece molecular cluster, C3H8FN overall. Source: OMol25; level of theory: ωB97M-V with the def2-TZVPD basis set.

Each line ends with the Löwdin charge.
Geometry (Å):
H 1.05754 1.62553 -2.45411  -0.0123
H -0.40336 -2.02926 -0.35555  0.1083
C 0.70967 0.08745 1.69533  -0.0654
H 0.29936 0.11507 2.66982  0.0369
H -0.66393 1.19236 -2.16321  -0.0074
F -1.22876 0.88080 0.43977  0.0002
N -0.97532 -1.41490 0.30263  0.0671
H 0.37743 -0.19855 -2.15936  -0.0329
C 0.38818 0.86920 -2.04660  0.0594
H -1.88090 -1.11889 -0.03595  0.0707
C -0.42253 -0.16197 0.73972  -0.4336
H 1.35085 -0.87006 1.81324  0.1008
H 1.39176 1.02321 1.55426  0.1080

Properties
Kohn-Sham gap (alpha / beta), eV: 9.83 / 6.62
LUMO (alpha / beta), eV: 1.0 / 0.2


x:
A single C3H8FN molecule. Source: OMol25; level of theory: ωB97M-V with the def2-TZVPD basis set.

Each line ends with the Löwdin charge.
Geometry (Å):
F 1.52911 -0.94795 -0.54153  0.0345
N 1.14611 1.44098 1.01873  0.0354
H 1.95299 1.11963 0.84888  -0.0350
H 0.28361 -1.16206 0.93894  0.1377
H -0.15044 1.18228 -0.82636  0.0725
H -1.18945 -0.07603 -1.64162  0.1323
H 0.58527 1.29197 1.99168  0.1655
C 0.33359 -0.68666 -0.06856  -0.5137
H -1.85912 -0.79941 -0.16802  0.1301
C -0.83766 -1.08506 -0.85873  -0.1161
C 0.10958 0.94620 0.20521  -0.2645
H -0.95835 -2.05727 -1.53737  0.1061
H -0.94525 0.83339 0.63876  0.1153

Properties
Kohn-Sham gap, eV: 9.87
LUMO, eV: 0.9
SMILES: C[C@@H](F)CN


y:
A 2-piece molecular cluster, C3H8FN overall. Source: OMol25; level of theory: ωB97M-V with the def2-TZVPD basis set.

Each line ends with the Löwdin charge.
Geometry (Å):
H 0.54821 -0.87903 1.72601  0.0759
H -1.83239 0.04374 0.62102  0.0338
H 2.36204 -0.06042 -1.48782  -0.0280
H 1.55079 -1.35581 0.23496  0.1048
H -1.74611 0.86291 -0.78704  0.0800
C -1.21785 0.71004 0.14118  -0.0494
F 2.27551 -0.77379 -2.01751  -0.0843
H -1.32515 1.64118 0.75440  0.1044
N 1.08556 0.94041 -0.67454  0.1177
C 0.19351 0.24451 -0.06223  -0.4299
C 0.51430 -1.02766 0.66027  -0.0504
H -0.19758 -1.83582 0.46001  0.0841
H 0.85178 1.73344 -1.17635  0.0414

Properties
Kohn-Sham gap, eV: 11.10
LUMO, eV: 0.9
SMILES: CC(C)=N.F


We find y to be the most stable, with the next structure 3.011 eV higher.


w:
C4H6OS as an isolated structure. Source: OMol25; level of theory: ωB97M-V with the def2-TZVPD basis set.

Each line ends with the Löwdin charge.
Geometry (Å):
C 1.21690 -0.85585 0.41732  -0.5373
S -0.33008 -1.22364 -0.44751  0.7945
C 2.07842 0.05059 -0.42525  -0.3432
H -3.03564 1.64164 0.20695  0.1033
H 1.81213 -1.78523 0.76114  0.1078
C -1.27611 0.33410 0.05600  -0.4777
H 0.99171 -0.17094 1.25871  0.0686
H 3.09065 -0.63750 -0.99953  0.1839
O 1.90357 1.27794 -0.41993  -0.0069
H -3.34033 -0.33586 -0.78731  0.1052
H -0.46677 1.14711 0.65881  0.1375
C -2.64445 0.55765 -0.27942  -0.1357

Properties
Kohn-Sham gap, eV: 9.09
LUMO, eV: 0.4


x:
C4H6OS as an isolated structure. Source: OMol25; level of theory: ωB97M-V with the def2-TZVPD basis set.

Each line ends with the Löwdin charge.
Geometry (Å):
O 1.03668 -0.55216 1.74317  -0.1678
C -0.27858 0.01179 -0.32346  -0.8199
H 0.68339 2.72446 0.55403  0.1641
S -0.96234 -1.37432 -0.83609  0.8061
H -0.06072 -1.56714 1.33949  0.2633
H -0.02672 1.19157 -1.83969  0.0490
C 0.26860 0.43252 0.90540  -0.4507
H -0.49634 0.98087 1.30544  0.1236
H -0.78779 2.09874 -0.79260  0.1662
C 1.03500 1.58533 0.11716  -0.0428
H 2.16805 1.42032 0.05125  0.1348
C -0.08768 1.22997 -0.89672  -0.2260

Properties
Kohn-Sham gap, eV: 8.70
LUMO, eV: -0.7


y:
A 2-piece molecular cluster, C4H6OS overall. Source: OMol25; level of theory: ωB97M-V with the def2-TZVPD basis set.

Each line ends with the Löwdin charge.
Geometry (Å):
C -0.79714 0.16138 0.24937  -0.3750
C 0.18966 -0.98817 0.12428  -0.1016
H -0.77244 -0.86549 -1.85294  0.0579
H 0.47873 0.45527 -1.62233  0.1284
H -1.88121 0.02708 0.47013  -0.0378
H -0.71658 2.03027 0.55492  0.0786
H -0.37281 -1.93544 0.13119  0.1057
H 1.13761 -0.90883 0.58840  0.0953
O -0.44003 1.27688 1.06577  -0.0252
S -3.99160 -0.95910 -0.33721  0.6876
C -3.64134 0.19079 0.60363  -0.5135
C -0.25177 -0.30887 -1.14199  -0.1005

Properties
Kohn-Sham gap, eV: 9.42
LUMO, eV: -0.2


We find w to be the most stable, with the next structure 0.491 eV higher.